No. 1
A 13-piece molecular cluster, C34H99N5O19 overall at a distorted geometry. Source: the Open Molecules 2025 dataset; level of theory: wB97M-V/def2-TZVPD.

LUMO level = 0.464 eV
Frontier orbital gap = 9.433 eV
Electronic energy = -83211.480 eV

```
157
C34H99N5O19 (wB97M-V/def2-TZVPD)
C 1.421 -1.794 4.718
O 2.124 -0.743 4.064
H 0.765 -2.339 4.030
H 2.128 -2.469 5.205
H 0.797 -1.448 5.566
H 1.497 -0.064 3.745
C -1.540 1.502 -4.459
O -1.950 0.164 -4.700
H -2.203 2.215 -4.961
H -1.626 1.779 -3.393
H -0.521 1.658 -4.831
H -1.146 -0.383 -4.414
C -3.160 -1.424 -1.707
C -4.272 -1.766 -2.706
C -5.050 -0.557 -3.098
O -5.401 0.182 -1.954
C -6.181 1.315 -2.186
N -3.709 -2.321 -3.965
H -2.645 -2.332 -1.376
H -3.529 -0.919 -0.807
H -2.418 -0.761 -2.168
H -4.924 -2.475 -2.187
H -5.986 -0.884 -3.580
H -4.504 0.037 -3.844
H -7.085 1.142 -2.794
H -5.574 2.052 -2.728
H -6.526 1.636 -1.213
H -3.294 -1.506 -4.431
H -2.944 -2.931 -3.697
C 2.810 3.132 -3.183
C 2.589 1.652 -2.984
C 3.320 0.880 -4.062
O 3.116 -0.504 -3.904
C 3.981 -1.256 -4.712
N 3.022 1.280 -1.599
H 2.425 3.451 -4.158
H 3.875 3.407 -3.237
H 2.375 3.723 -2.382
H 1.510 1.461 -3.047
H 4.402 1.097 -4.034
H 2.988 1.163 -5.075
H 3.727 -2.310 -4.630
H 5.021 -1.186 -4.340
H 4.009 -0.932 -5.758
H 3.052 0.256 -1.494
H 4.026 1.500 -1.533
C 2.093 4.770 0.370
C 0.951 4.729 1.383
C 0.550 6.083 1.890
O 1.603 6.584 2.720
C 1.284 7.851 3.301
N -0.211 3.991 0.861
H 2.999 5.235 0.784
H 1.826 5.368 -0.505
H 2.365 3.750 0.104
H 1.296 4.143 2.243
H -0.375 5.965 2.490
H 0.253 6.804 1.108
H 2.191 8.259 3.752
H 0.561 7.689 4.114
H 0.920 8.578 2.570
H 0.053 3.007 0.744
H -0.481 4.324 -0.062
C -4.742 -0.162 3.306
C -5.618 0.870 2.545
C -5.011 1.220 1.209
O -3.850 2.014 1.359
C -3.296 2.269 0.118
N -7.009 0.401 2.356
H -3.675 -0.012 3.125
H -5.001 -1.199 3.111
H -4.903 0.066 4.368
H -5.692 1.746 3.195
H -5.769 1.829 0.695
H -4.770 0.320 0.631
H -2.367 2.813 0.253
H -3.967 2.841 -0.532
H -3.096 1.316 -0.388
H -7.331 0.094 3.274
H -7.046 -0.437 1.777
C 0.326 -2.389 -6.092
C 0.006 -2.647 -4.631
C 0.782 -3.790 -4.005
O 0.824 -4.905 -4.902
C 1.440 -6.042 -4.338
N 0.247 -1.400 -3.846
H 0.068 -3.189 -6.784
H 1.412 -2.249 -6.218
H -0.135 -1.464 -6.445
H -1.059 -2.884 -4.495
H 0.411 -4.093 -3.013
H 1.850 -3.530 -3.841
H 2.472 -5.833 -4.000
H 1.483 -6.824 -5.099
H 0.868 -6.462 -3.492
H 1.232 -1.097 -3.999
H 0.300 -1.615 -2.848
C 0.528 -1.212 0.650
C -0.116 0.098 0.258
O 0.796 1.197 0.329
O 1.519 -1.579 -0.300
H -0.178 -2.033 0.773
H 1.055 -1.143 1.611
H -0.954 0.218 0.956
H -0.528 -0.018 -0.758
H 1.453 1.106 -0.433
H 2.367 -1.349 0.123
C -2.620 -2.759 1.961
C -3.464 -3.456 3.016
O -4.747 -3.746 2.485
O -1.283 -2.553 2.382
H -3.085 -1.805 1.702
H -2.525 -3.407 1.087
H -3.511 -2.797 3.891
H -2.906 -4.315 3.421
H -4.619 -4.401 1.788
H -1.264 -1.940 3.159
C -1.007 1.589 3.423
C -1.448 0.869 4.652
O -1.525 -0.528 4.343
O 0.342 1.289 3.200
H -1.170 2.669 3.486
H -1.660 1.272 2.596
H -2.422 1.236 4.996
H -0.748 1.034 5.484
H -1.724 -1.024 5.146
H 0.564 1.491 2.280
C 3.210 3.527 3.486
C 3.107 2.175 2.838
O 4.422 1.755 2.370
O 4.103 4.296 2.696
H 3.560 3.386 4.514
H 2.220 4.001 3.526
H 2.422 2.141 1.984
H 2.758 1.455 3.576
H 4.766 2.515 1.864
H 4.150 5.200 3.004
C 6.021 -1.363 1.370
C 4.799 -1.360 0.461
O 3.721 -0.613 1.067
O 7.208 -1.680 0.621
H 5.930 -2.078 2.189
H 6.151 -0.365 1.781
H 4.436 -2.358 0.247
H 5.065 -0.853 -0.474
H 4.019 0.294 1.286
H 7.292 -2.638 0.598
C 1.746 -5.009 0.889
C 1.578 -4.105 2.074
O 1.620 -4.868 3.267
O 3.126 -5.453 0.722
H 1.552 -4.412 -0.015
H 1.068 -5.865 0.933
H 0.609 -3.602 2.069
H 2.329 -3.310 2.093
H 2.516 -4.815 3.615
H 3.324 -6.088 1.427
```


No. 2
A 17-piece molecular cluster, C35H104N16O17 overall at a distorted geometry. Source: the Open Molecules 2025 dataset; level of theory: wB97M-V/def2-TZVPD.

LUMO level = 0.111 eV
Energy above the lowest of the compared OMol25 structures with the same formula, charge and spin = 0.0 kJ/mol
Frontier orbital gap = 9.390 eV
Electronic energy = -96637.929 eV

```
172
C35H104N16O17 (wB97M-V/def2-TZVPD)
C -0.689 -4.851 -1.665
C -1.493 -5.440 -0.538
C -1.800 -4.415 0.547
O -2.774 -5.815 -1.096
H 0.298 -4.686 -1.213
H -1.136 -3.880 -1.877
H -0.542 -5.485 -2.522
H -1.043 -6.347 -0.146
H -2.157 -4.802 1.501
H -2.654 -3.833 0.265
H -0.924 -3.824 0.744
H -3.299 -6.278 -0.441
C 7.021 1.069 -3.359
C 5.603 0.549 -3.790
C 5.441 0.535 -5.316
O 5.393 -0.721 -3.176
H 7.019 1.131 -2.267
H 7.131 2.064 -3.784
H 7.825 0.401 -3.666
H 4.840 1.281 -3.353
H 6.321 0.203 -5.838
H 5.187 1.581 -5.515
H 4.519 0.102 -5.659
H 4.668 -1.218 -3.616
C 1.529 5.195 5.457
C 2.370 4.402 4.497
C 3.001 5.358 3.426
O 3.399 3.769 5.192
H 0.540 5.422 5.084
H 2.067 6.105 5.747
H 1.436 4.727 6.433
H 1.765 3.690 3.902
H 3.302 6.241 3.982
H 2.300 5.632 2.640
H 3.775 4.885 2.850
H 3.807 3.098 4.632
C -0.659 0.692 -4.540
C -1.757 -0.322 -4.891
C -1.786 -0.728 -6.347
O -1.611 -1.541 -4.140
H -0.668 1.088 -3.522
H -0.651 1.521 -5.248
H 0.348 0.292 -4.680
H -2.756 0.076 -4.619
H -0.821 -1.103 -6.703
H -1.734 0.209 -6.919
H -2.567 -1.398 -6.719
H -1.602 -1.284 -3.212
C 4.139 4.525 -2.007
C 5.223 5.273 -1.191
C 5.243 4.731 0.230
O 6.426 5.046 -1.834
H 4.150 3.428 -1.900
H 4.217 4.783 -3.073
H 3.173 4.786 -1.606
H 5.053 6.361 -1.169
H 5.423 3.649 0.204
H 4.280 4.927 0.711
H 5.863 5.250 0.961
H 6.258 4.843 -2.769
C 0.856 4.881 0.427
C -0.185 4.812 -0.718
C 0.156 3.696 -1.718
O -1.498 4.699 -0.294
H 1.799 5.283 0.038
H 1.023 3.923 0.899
H 0.574 5.573 1.228
H -0.123 5.775 -1.280
H 0.446 2.752 -1.234
H 1.000 3.952 -2.353
H -0.696 3.441 -2.315
H -1.537 3.882 0.237
C -5.683 -5.519 0.793
C -6.939 -5.204 1.657
C -6.724 -5.420 3.183
O -7.411 -3.904 1.333
H -5.814 -5.213 -0.252
H -5.593 -6.603 0.682
H -4.807 -5.034 1.250
H -7.709 -5.907 1.322
H -6.428 -6.457 3.258
H -7.690 -5.347 3.686
H -5.968 -4.770 3.631
H -7.538 -3.412 2.147
C -4.821 2.109 0.101
C -5.114 1.174 -1.064
C -4.293 1.501 -2.354
O -4.906 -0.179 -0.655
H -5.740 2.672 0.248
H -3.991 2.755 -0.151
H -4.783 1.685 1.089
H -6.166 1.221 -1.322
H -3.206 1.430 -2.207
H -4.514 2.510 -2.694
H -4.598 0.923 -3.238
H -5.230 -0.793 -1.330
C 3.696 1.107 1.023
C 4.636 0.681 -0.114
C 5.819 -0.102 0.327
O 3.870 -0.191 -1.006
H 2.830 1.640 0.602
H 4.070 1.843 1.756
H 3.355 0.236 1.579
H 4.874 1.581 -0.722
H 5.569 -1.073 0.727
H 6.373 0.368 1.162
H 6.563 -0.108 -0.455
H 4.465 -0.311 -1.786
C 0.809 1.179 6.054
O 0.897 1.181 4.812
N -0.127 0.549 6.729
N 1.487 1.843 6.910
H -0.806 -0.092 6.372
H -0.106 0.595 7.728
H 2.370 2.200 6.626
H 1.380 1.640 7.876
C -4.339 -2.096 2.875
O -4.474 -2.878 3.869
N -5.133 -1.982 1.872
N -3.486 -1.099 2.930
H -4.866 -1.361 1.122
H -5.626 -2.823 1.649
H -3.116 -0.672 2.106
H -2.825 -1.209 3.672
C -0.392 -2.080 4.713
O -1.285 -1.297 4.989
N 0.676 -1.724 4.088
N -0.378 -3.333 5.106
H 0.670 -0.808 3.700
H 1.256 -2.496 3.792
H -1.331 -3.540 5.336
H 0.095 -4.063 4.613
C 3.325 -3.777 -0.336
O 4.260 -3.603 -1.061
N 2.776 -4.972 -0.069
N 2.807 -2.812 0.434
H 3.114 -5.785 -0.556
H 2.777 -5.163 0.905
H 1.816 -2.945 0.539
H 2.960 -1.924 -0.047
C -4.987 -3.248 -3.750
O -6.103 -3.605 -3.467
N -3.863 -3.682 -3.278
N -4.784 -2.265 -4.612
H -3.028 -3.298 -3.669
H -3.868 -4.410 -2.599
H -5.497 -2.035 -5.264
H -3.847 -2.000 -4.810
C 2.115 -2.172 -3.782
O 3.235 -2.059 -4.257
N 1.230 -3.150 -4.057
N 1.639 -1.356 -2.856
H 0.245 -2.951 -3.995
H 1.550 -3.752 -4.786
H 0.730 -1.431 -2.407
H 2.318 -0.639 -2.687
C -1.506 2.871 2.624
O -1.223 2.423 1.515
N -1.755 2.049 3.657
N -1.740 4.088 2.958
H -1.584 2.403 4.594
H -1.663 1.058 3.560
H -2.464 4.149 3.633
H -1.701 4.666 2.152
C -0.753 -0.340 -0.569
O -0.824 -1.215 -1.488
N 0.334 0.282 -0.204
N -1.884 -0.043 0.114
H 1.190 -0.091 -0.572
H 0.365 0.987 0.497
H -1.879 0.753 0.755
H -2.679 -0.151 -0.494
```